# 1
57
Properties=species:S:1:pos:R:3:mulliken_charge:R:1 method="wB97M-V/def2-TZVPD" spin_multiplicity=1 total_charge=+1 homo_lumo_gap_ev=6.418
Hg 18.21636 7.38865 -1.93042 1.70
O 18.07498 5.62883 -3.20097 -1.30
H 18.02978 5.92653 -4.11731 0.25
C 17.85922 1.89256 -0.21784 -1.25
C 18.03205 2.48483 -1.59590 0.20
O 18.78713 3.70598 -1.47531 -0.67
H 17.20815 1.01698 -0.21043 0.39
H 17.54351 2.62461 0.52570 0.23
H 18.79868 1.47542 0.16039 0.32
H 17.04037 2.70265 -1.99866 0.10
H 18.56566 1.80434 -2.26038 0.29
H 18.55449 4.23574 -2.26854 0.25
C 19.50690 5.16206 1.90644 -0.89
C 20.03202 6.00603 0.77043 -0.24
O 19.10228 5.96255 -0.32801 -0.63
H 18.81638 5.62778 2.60846 0.27
H 20.35062 4.83094 2.52107 0.38
H 19.06457 4.21785 1.58376 0.14
H 20.99049 5.63200 0.39442 0.28
H 20.29375 7.03037 1.03723 0.39
H 19.06168 5.02784 -0.65912 0.49
C 14.06154 6.22386 -2.03315 -1.13
C 15.28277 5.80121 -1.23489 0.46
O 16.08288 6.97972 -0.97625 -0.46
H 13.47125 5.37787 -2.39016 0.30
H 14.37130 6.70732 -2.96198 0.13
H 13.42353 6.86265 -1.42181 0.42
H 15.94219 5.14233 -1.79699 -0.09
H 14.95163 5.28393 -0.33335 0.25
H 15.56681 7.60876 -0.45712 0.24
C 16.34563 10.92700 -3.52128 -1.16
C 17.48777 9.97140 -3.84564 -0.18
O 17.05328 8.60672 -3.57315 -0.28
H 15.48440 10.73710 -4.16428 0.39
H 16.66133 11.95086 -3.72589 0.37
H 16.03838 10.86644 -2.47896 0.28
H 18.34162 10.14666 -3.18945 0.29
H 17.86312 10.03412 -4.86608 0.28
H 16.16709 8.47321 -3.93287 0.17
C 20.18943 4.85428 -7.59766 -1.38
C 19.40565 5.35954 -6.39941 0.15
O 19.27873 4.30512 -5.45880 -0.49
H 20.21590 5.59915 -8.39206 0.38
H 19.76535 3.93732 -8.00355 0.34
H 21.19573 4.62051 -7.24916 0.32
H 18.37555 5.63500 -6.67791 0.18
H 19.85751 6.27594 -5.99514 0.24
H 19.00998 4.67396 -4.60095 0.30
C 14.22932 3.90056 -5.67668 -1.46
C 15.46432 4.67401 -5.24044 0.56
O 16.16444 3.89195 -4.27972 -0.43
H 14.58089 2.91384 -5.97691 0.34
H 13.71663 4.43258 -6.47668 0.40
H 13.53611 3.75206 -4.84728 0.31
H 15.16896 5.63081 -4.79026 -0.01
H 16.07498 4.79512 -6.14159 0.11
H 16.82916 4.49724 -3.89156 0.17

---

# 2
13
Properties=species:S:1:pos:R:3:lowdin_spin:R:1 method="wB97M-V/def2-TZVPD" spin_multiplicity=7 total_charge=+4 homo_lumo_gap_ev="7.814 / 6.245"
H 2.58670 0.43394 -1.32973 0.02
O -0.95908 -0.85012 0.48065 0.65
C -1.21102 0.45628 0.93846 0.13
C -0.63008 1.51241 0.03304 0.10
O 0.85018 1.52955 0.21534 0.09
C 1.62399 1.11378 -0.65306 0.44
O 1.37233 0.65301 -1.79019 0.42
Ru 0.12053 -2.02114 1.37261 4.08
Li -2.16168 -1.38746 -0.82988 0.01
H -0.83258 0.61887 1.96011 0.02
H -2.29436 0.66696 0.97833 0.03
H -0.94843 2.51624 0.32837 0.01
H -0.82949 1.33987 -1.03241 0.01

---

# 3
25
Properties=species:S:1:pos:R:3:mulliken_charge:R:1 method="wB97M-V/def2-TZVPD" spin_multiplicity=1 homo_lumo_gap_ev=9.815 smiles="NS(=O)(=O)c1cc2c(c(Cl)c1Cl)O[C@H](C(=O)O)C2"
O -2.60209 2.45478 -3.96108 -0.56
O 1.17300 -3.94377 -0.61879 -0.70
O 1.29752 -3.48450 1.77024 -0.57
Cl -1.06391 1.73756 2.32861 -0.18
Cl -0.18280 -1.20759 2.97749 -0.14
O -3.41875 2.47975 -1.82333 -0.48
O -0.98764 2.39727 -0.73024 -0.63
C -2.44475 2.45484 -2.74921 0.37
C 0.19812 -1.00892 -1.06538 -0.82
C -0.51331 0.70646 1.01671 0.02
C -0.16004 -0.64065 1.30081 -0.26
C -0.50345 1.19379 -0.31099 -0.21
C -0.11646 0.35646 -1.29882 1.01
C 0.18939 -1.51137 0.26174 0.37
N -0.82810 -3.99828 0.79026 -0.56
C -1.00788 2.35313 -2.19302 0.41
C -0.36180 1.01140 -2.61212 -0.90
S 0.61198 -3.24324 0.53506 1.25
H -3.02074 2.60030 -0.93897 0.39
H 0.43505 -1.64418 -1.89893 0.51
H -1.02279 -3.83764 1.76132 0.34
H -0.58195 -4.95756 0.60224 0.31
H -0.45220 3.17461 -2.58050 0.37
H 0.58442 1.19998 -3.15013 0.33
H -1.03452 0.39529 -3.23568 0.33

---

# 4
21
Properties=species:S:1:pos:R:3:lowdin_spin:R:1 method="wB97M-V/def2-TZVPD" spin_multiplicity=2 total_charge=+1 homo_lumo_gap_ev="9.723 / 7.973"
C -2.31204 0.47105 -1.35034 0.05
N -1.33640 -1.75574 0.17736 0.21
C -0.42478 -0.96682 -0.40117 0.15
C -0.87879 0.12320 -1.18776 0.37
C 0.10729 0.96368 -1.92973 0.05
C 1.28909 -0.83320 1.27022 0.07
C 0.98248 -1.02842 -0.01065 0.02
H -2.35669 1.50826 -1.67651 0.00
H -2.99265 0.26277 -0.56728 0.01
H -2.65374 -0.07291 -2.24485 0.02
H -1.38871 -2.76357 0.24321 0.01
H -2.29444 -1.43116 0.22490 0.00
H 0.55840 1.76031 -1.34610 0.02
H 0.90251 0.29989 -2.28858 0.01
H -0.33087 1.28272 -2.87514 0.00
H 2.28072 -0.59897 1.64177 0.00
H 0.56247 -0.73317 2.07193 0.00
H 1.73835 -0.85117 -0.76347 0.00
H 3.56888 1.78481 3.79430 0.00
H 2.05352 1.43310 3.75003 0.00
O 2.92541 1.14535 3.46785 0.00

---

no.,total energy (Ha)
1,-1159.1557
2,-443.0747
3,-2096.6719
4,-366.0903